# 1
Molecular formula: C38H48ClN4O2PPbS2Se
Method: DFT, ωB97M-V with the def2-TZVPD basis set

Structure (XYZ):
```
98
Properties=species:S:1:pos:R:3:forces:R:3:lowdin_charge:R:1
Pb -0.343 -0.649 -1.375 -0.213 -0.153 0.086 0.64
N 0.272 0.974 -3.315 0.477 1.102 1.160 -0.08
C -0.675 1.030 -4.401 0.081 0.727 0.599 -0.27
C -1.173 -0.322 -4.641 -0.485 -2.336 -0.312 -0.27
N -1.956 -0.864 -3.517 -0.362 -0.217 0.250 -0.15
C -3.373 -0.419 -3.473 1.128 1.439 -0.860 -0.20
C -3.630 0.622 -2.386 -0.713 -1.548 0.847 -0.28
N -3.694 -0.053 -1.078 0.892 0.441 0.228 -0.03
H 0.460 1.902 -2.923 -0.081 -0.429 -0.185 0.07
H 1.137 0.492 -3.498 0.264 -0.226 -0.426 0.04
H -0.294 1.490 -5.299 0.267 0.099 -0.480 0.12
H -1.492 1.636 -4.047 -0.410 0.527 0.051 0.10
H -0.353 -1.022 -4.805 0.261 0.064 0.207 0.08
H -1.758 -0.405 -5.541 -0.474 0.331 -0.647 0.11
H -1.896 -1.886 -3.533 0.080 0.461 -0.041 0.08
H -4.012 -1.271 -3.357 -0.451 -0.450 0.165 0.11
H -3.626 0.085 -4.438 0.100 -0.528 0.366 0.12
H -4.576 1.101 -2.605 -0.235 0.508 -0.254 0.10
H -2.833 1.344 -2.292 0.148 0.242 -0.344 0.05
H -4.523 -0.583 -0.856 -0.196 0.190 -0.219 0.05
H -3.481 0.608 -0.335 -0.233 -0.379 -0.075 0.05
Cl -2.935 -2.939 0.251 -0.263 -0.258 0.208 0.63
C -2.733 -4.128 1.532 0.132 -0.166 -0.472 -0.64
C -3.754 -5.056 1.751 -0.757 1.103 -1.399 -0.12
C -3.631 -6.001 2.725 -0.813 -1.188 -0.157 -0.10
C -2.477 -6.061 3.481 -0.068 0.246 0.128 -0.09
C -1.475 -5.144 3.270 -0.448 0.899 -0.484 -0.11
C -1.547 -4.165 2.235 0.207 -0.066 0.915 -0.38
P -0.172 -2.982 1.789 -0.045 -0.330 0.268 1.08
C 1.085 -4.231 1.276 0.226 -0.306 0.460 -0.36
C 1.068 -5.576 1.671 -0.047 -0.236 0.371 -0.08
C 2.171 -6.394 1.523 0.196 -0.109 -0.567 -0.08
C 3.292 -5.893 0.894 0.546 0.588 -0.225 -0.10
C 3.336 -4.588 0.436 -1.142 0.293 0.213 -0.07
C 2.214 -3.762 0.612 0.433 0.039 0.145 -0.15
C 0.414 -2.516 3.506 1.057 -0.258 -1.089 -0.36
C -0.518 -2.149 4.441 -1.454 0.147 0.480 -0.14
C -0.160 -1.874 5.758 1.442 0.531 -0.091 -0.09
C 1.212 -1.830 6.082 -0.120 -0.330 0.423 -0.09
C 2.181 -2.123 5.100 -0.306 0.443 0.920 -0.10
C 1.787 -2.433 3.829 -0.727 -0.635 -0.982 -0.09
H -4.620 -4.967 1.070 0.401 -0.287 0.691 0.11
H -4.415 -6.768 2.864 0.437 0.632 -0.072 0.12
H -2.421 -6.816 4.239 0.295 -0.127 0.360 0.10
H -0.659 -5.117 3.953 0.733 -0.047 0.223 0.11
H 0.213 -6.028 2.148 -0.088 0.195 -0.074 0.08
H 2.197 -7.438 1.821 -0.363 0.169 0.150 0.10
H 4.170 -6.489 0.744 0.258 -0.444 0.043 0.09
H 4.208 -4.206 -0.055 0.292 0.128 -0.217 0.10
H 2.220 -2.732 0.267 0.104 -0.133 -0.012 0.04
H -1.585 -2.068 4.148 0.686 -0.315 0.256 0.12
H -0.910 -1.622 6.498 0.025 -0.041 -0.013 0.10
H 1.537 -1.610 7.120 -0.311 -0.131 -0.816 0.10
H 3.248 -2.119 5.312 -0.239 0.138 0.226 0.10
H 2.538 -2.661 3.070 -0.247 -0.009 0.170 0.10
O 1.833 0.024 1.312 -1.097 -0.763 -0.158 -0.58
S 2.927 1.000 1.402 1.163 0.704 -0.366 0.96
C 2.255 2.656 1.040 0.531 -0.356 1.045 -0.35
C 1.619 2.912 -0.282 -1.040 0.601 0.399 -0.23
C 0.852 4.262 -0.222 0.201 -0.322 -1.276 -0.20
C -0.462 4.249 0.527 -0.307 0.126 0.748 -0.32
S -1.875 3.761 -0.497 -0.266 -0.081 0.303 0.97
O -1.401 2.862 -1.586 0.302 -0.212 -0.242 -0.56
C -2.143 5.336 -1.255 -0.261 1.512 0.922 -0.39
C -2.027 5.462 -2.616 0.278 -0.616 -0.072 -0.08
C -2.165 6.719 -3.185 -0.110 0.365 -0.709 -0.08
C -2.469 7.821 -2.408 -0.758 -0.256 0.276 -0.09
C -2.716 7.687 -1.034 0.540 -0.235 -0.004 -0.07
C -2.485 6.449 -0.437 -0.076 -0.333 -1.136 -0.08
C 3.879 0.858 -0.129 -0.784 0.158 -0.109 -0.38
C 3.453 -0.062 -1.089 0.844 0.143 0.515 -0.10
C 4.169 -0.167 -2.280 -0.426 -0.484 -0.354 -0.09
C 5.179 0.718 -2.567 0.912 0.215 0.004 -0.09
C 5.510 1.695 -1.625 0.893 0.579 -0.009 -0.09
C 4.899 1.771 -0.374 0.167 -0.569 -1.002 -0.10
H 3.119 3.310 1.180 -0.020 0.101 0.129 0.09
H 1.582 2.800 1.889 -0.121 0.130 -0.062 0.08
H 0.924 2.130 -0.555 -0.263 -0.358 -0.017 0.06
H 2.390 2.939 -1.023 0.389 0.168 -0.665 0.11
H 0.628 4.553 -1.263 0.170 0.047 0.253 0.11
H 1.516 5.030 0.168 0.018 0.145 0.183 0.12
H -0.752 5.245 0.910 0.300 -0.480 -0.123 0.09
H -0.522 3.541 1.363 0.332 0.078 -0.075 0.05
H -1.799 4.538 -3.152 -0.040 0.443 -0.203 0.11
H -2.099 6.882 -4.266 0.147 -0.318 0.410 0.11
H -2.661 8.750 -2.918 0.122 0.288 0.108 0.10
H -3.040 8.546 -0.441 0.188 -0.344 -0.181 0.11
H -2.588 6.314 0.624 -0.162 0.034 0.281 0.10
H 2.658 -0.761 -0.878 -0.109 -0.018 0.019 -0.01
H 3.954 -0.956 -3.004 -0.300 0.150 0.363 0.09
H 5.798 0.573 -3.475 -0.596 0.365 0.605 0.12
H 6.329 2.394 -1.853 -0.393 -0.325 0.114 0.11
H 5.242 2.500 0.349 -0.116 -0.017 0.087 0.11
N -0.884 1.422 2.159 -0.815 0.167 1.031 0.05
H -0.072 0.870 1.918 0.014 -0.385 -0.264 -0.03
H -1.590 1.382 1.422 0.392 -0.361 0.268 0.00
H -1.293 1.031 3.032 0.417 0.347 -1.038 0.04
Se 1.078 -2.376 -2.525 -0.140 -0.037 -0.092 -0.18
```
Forces are in eV/Å.

Its spin multiplicity is 1. The lowest unoccupied orbital energy comes out at 0.378 eV. As for the energy relative to the best compared isomer or geometry (same formula, charge and spin): 0.00 kJ/mol. The gap between HOMO and LUMO comes out at 6.676 eV. Its maximum force is 2.41 eV/A.

=====

# 2
Molecular formula: C38H48N4O2Sr
Method: DFT, ωB97M-V with the def2-TZVPD basis set

Structure (XYZ):
```
93
Properties=species:S:1:pos:R:3:forces:R:3:lowdin_charge:R:1
Sr 0.076 -0.511 -1.108 -0.530 0.762 0.640 1.54
C -2.842 -2.832 -3.766 -0.236 -0.113 -0.125 -0.05
C -1.488 -2.603 -3.134 0.706 0.164 0.200 -0.52
O -1.326 -1.456 -2.579 -1.033 -1.177 -1.149 -0.30
C -0.543 -3.623 -3.179 0.393 0.265 0.259 -0.06
C 0.791 -3.597 -2.560 -0.706 0.139 -0.222 -0.37
C 1.642 -4.832 -2.643 0.057 -0.276 -0.091 -0.06
N 1.211 -2.547 -1.945 0.705 -0.292 0.113 -0.09
N 2.459 -2.637 -1.272 -0.544 0.164 -0.250 0.05
C 2.864 -1.432 -0.916 0.264 -0.030 -0.070 -0.51
O 2.352 -0.301 -1.227 1.467 -0.538 0.159 -0.24
C 4.081 -1.425 -0.004 -0.306 -0.125 -0.332 -0.14
C 4.529 -0.213 0.494 0.210 0.162 0.198 -0.03
C 5.633 -0.164 1.346 -0.133 -0.019 -0.100 -0.10
C 6.297 -1.332 1.703 -0.122 0.009 -0.085 -0.13
C 5.841 -2.553 1.208 -0.125 0.075 -0.080 -0.11
C 4.737 -2.599 0.364 0.157 -0.045 0.090 -0.05
H -3.282 -1.862 -4.003 0.011 -0.074 -0.026 0.07
H -3.506 -3.344 -3.060 0.037 0.074 -0.022 0.07
H -2.781 -3.442 -4.672 -0.001 0.006 0.061 0.06
H -0.826 -4.535 -3.693 0.042 -0.015 0.009 0.07
H 1.150 -5.596 -3.248 0.054 -0.005 0.010 0.06
H 1.842 -5.235 -1.647 -0.071 0.046 0.010 0.06
H 2.621 -4.598 -3.065 -0.039 0.025 -0.037 0.07
H 3.979 0.678 0.209 0.070 -0.033 0.032 0.11
H 5.965 0.793 1.737 0.000 -0.044 -0.010 0.09
H 7.154 -1.295 2.369 -0.044 -0.002 -0.036 0.08
H 6.341 -3.474 1.489 0.006 0.014 0.004 0.09
H 4.355 -3.538 -0.018 0.043 0.059 0.025 0.10
C -1.097 1.681 -4.393 -0.062 0.040 -0.093 -0.07
C 0.173 2.024 -3.607 -0.109 0.057 0.084 -0.38
C 1.374 2.143 -4.544 0.029 0.097 -0.161 -0.08
C -0.051 3.258 -2.736 0.031 0.053 -0.161 -0.14
C -0.021 4.507 -3.332 -0.012 -0.059 0.043 -0.08
C -0.282 5.684 -2.623 0.001 -0.256 0.070 -0.13
C -0.656 5.558 -1.293 -0.042 -0.164 0.095 -0.09
C -0.725 4.320 -0.649 -0.040 0.283 -0.051 -0.15
C -1.415 4.245 0.707 0.018 -0.007 -0.053 -0.39
C -0.678 5.002 1.807 0.035 0.177 0.078 -0.08
C -2.867 4.726 0.611 -0.073 0.113 -0.019 -0.08
C -0.320 3.134 -1.330 0.066 -0.519 0.021 -0.22
N -0.220 1.900 -0.760 0.074 0.512 0.763 -0.12
C 0.233 1.815 0.583 -0.377 -0.262 -0.303 -0.25
C 0.097 0.769 1.455 -0.381 -0.264 -0.452 -0.26
N -0.505 -0.501 1.228 -0.061 0.681 0.987 -0.15
C -0.961 -1.170 2.341 0.302 0.223 -0.590 -0.22
C -0.780 -2.585 2.409 0.012 -0.226 0.182 -0.14
C -1.130 -3.273 3.563 0.018 0.040 -0.100 -0.08
C -1.688 -2.637 4.674 0.076 0.108 -0.192 -0.13
C -1.947 -1.278 4.575 0.038 0.057 -0.198 -0.09
C -1.633 -0.544 3.428 -0.193 -0.071 0.290 -0.15
C -2.184 0.873 3.306 0.073 -0.052 0.017 -0.39
C -1.613 1.833 4.347 0.018 0.087 0.141 -0.08
C -3.716 0.879 3.359 -0.060 -0.051 0.080 -0.07
C -0.213 -3.369 1.234 -0.112 0.117 -0.069 -0.38
C 0.892 -4.352 1.613 0.004 -0.191 0.105 -0.07
C -1.331 -4.088 0.474 -0.113 -0.056 -0.031 -0.06
H -0.941 0.806 -5.034 0.025 0.049 0.040 0.07
H -1.386 2.532 -5.020 -0.013 -0.044 -0.027 0.07
H -1.930 1.449 -3.726 0.078 0.050 0.034 0.08
H 0.372 1.169 -2.972 0.144 0.172 0.188 0.07
H 1.177 2.859 -5.351 0.046 -0.032 0.036 0.06
H 1.594 1.176 -5.007 -0.060 0.037 0.025 0.08
H 2.269 2.470 -4.011 -0.065 -0.015 0.040 0.08
H 0.221 4.567 -4.390 -0.020 0.048 0.038 0.09
H -0.233 6.651 -3.107 0.003 0.035 -0.007 0.07
H -0.951 6.448 -0.740 0.013 -0.027 -0.015 0.09
H -1.450 3.199 0.999 -0.015 -0.073 -0.001 0.10
H -0.609 6.069 1.559 0.024 -0.073 0.039 0.07
H 0.336 4.619 1.941 -0.070 0.012 -0.029 0.07
H -1.203 4.916 2.766 0.020 -0.006 -0.061 0.06
H -2.921 5.800 0.390 0.008 -0.105 0.017 0.06
H -3.395 4.549 1.556 0.037 0.020 -0.063 0.06
H -3.402 4.196 -0.184 0.065 0.018 0.063 0.08
H 0.844 2.644 0.946 0.010 -0.029 -0.021 0.10
H 0.573 0.896 2.429 0.118 0.038 -0.019 0.10
H -0.943 -4.344 3.598 -0.038 0.046 0.039 0.09
H -1.932 -3.192 5.572 -0.002 -0.010 0.006 0.07
H -2.444 -0.769 5.398 0.009 -0.021 -0.007 0.09
H -1.897 1.249 2.329 -0.011 0.014 -0.078 0.10
H -1.830 1.488 5.366 0.013 0.018 -0.081 0.06
H -2.049 2.833 4.235 0.038 -0.070 -0.003 0.06
H -0.528 1.923 4.247 -0.084 -0.024 -0.018 0.07
H -4.086 0.549 4.338 0.038 0.034 -0.084 0.06
H -4.133 0.208 2.603 0.044 0.050 0.033 0.08
H -4.099 1.890 3.176 0.014 -0.076 0.005 0.06
H 0.241 -2.681 0.523 0.033 0.189 0.201 0.08
H 0.485 -5.242 2.112 0.055 0.057 -0.041 0.06
H 1.627 -3.900 2.282 -0.034 0.064 -0.025 0.08
H 1.421 -4.672 0.711 -0.049 -0.021 0.042 0.06
H -1.880 -4.758 1.147 0.046 -0.015 -0.036 0.07
H -0.929 -4.671 -0.360 0.007 0.018 0.039 0.07
H -2.052 -3.381 0.052 0.077 0.027 0.071 0.08
```
Forces are in eV/Å.

Its spin multiplicity is 1. The lowest unoccupied orbital energy comes out at 4.585 eV. The gap between HOMO and LUMO comes out at 4.827 eV. The net charge is -2. Its maximum force is 1.94 eV/A.

=====

# 3
Molecular formula: C38H49BrN4O4RuS3Si
Method: DFT, ωB97M-V with the def2-TZVPD basis set

Structure (XYZ):
```
101
Properties=species:S:1:pos:R:3:forces:R:3:lowdin_spin:R:1
Ru -0.465 1.032 1.995 -0.267 0.603 0.205 3.90
S -1.472 2.868 3.568 -0.013 0.090 0.082 0.26
C -2.790 2.601 2.501 0.105 -0.059 0.000 0.04
N -2.612 1.698 1.577 -0.155 -0.066 -0.204 0.11
C -3.703 1.556 0.734 0.077 0.031 0.060 0.01
C -3.806 0.685 -0.345 -0.066 0.010 -0.054 0.00
C -4.969 0.706 -1.094 0.020 0.001 0.010 0.00
C -6.017 1.575 -0.776 -0.002 0.002 0.020 0.00
C -5.924 2.437 0.303 -0.012 -0.017 -0.010 0.00
C -4.756 2.419 1.056 -0.029 0.028 -0.004 0.01
S -4.329 3.384 2.448 -0.067 0.071 0.040 0.01
H -2.996 0.008 -0.572 0.053 -0.012 0.002 0.00
H -5.074 0.035 -1.937 0.004 0.006 0.006 0.00
H -6.918 1.569 -1.375 0.007 0.002 -0.001 0.00
H -6.742 3.101 0.551 0.014 0.006 0.010 0.00
O 0.089 0.078 3.974 0.019 -0.099 0.057 0.11
C -0.427 -0.903 4.527 0.080 0.144 0.036 0.01
C -1.397 -1.790 3.977 0.028 -0.135 0.139 0.01
C -1.873 -2.816 4.813 0.013 0.049 -0.015 0.00
C -2.797 -3.695 4.333 -0.131 -0.067 0.150 0.01
C -3.285 -3.601 3.024 -0.018 0.038 -0.077 0.00
C -2.826 -2.614 2.194 -0.044 -0.091 0.033 0.01
C -1.862 -1.681 2.642 -0.023 0.127 -0.209 0.02
O -1.433 -0.771 1.824 -0.177 -0.346 0.001 0.20
N -3.297 -4.765 5.212 0.284 -0.318 -0.080 0.00
O -2.833 -4.832 6.334 -0.185 0.110 -0.154 0.00
O -4.101 -5.544 4.738 0.029 0.220 0.122 0.00
H -0.116 -1.113 5.559 0.019 -0.023 -0.006 0.00
H -1.518 -2.910 5.830 -0.001 -0.005 0.002 0.00
H -4.025 -4.315 2.692 -0.001 0.002 -0.006 0.00
H -3.197 -2.519 1.183 0.006 0.002 -0.024 0.00
S 3.234 3.223 4.203 0.049 0.055 0.023 0.01
C 1.806 2.377 3.826 -0.059 -0.078 -0.055 0.01
N 1.582 2.130 2.570 0.097 0.027 -0.018 0.08
C 2.615 2.651 1.780 -0.109 -0.014 -0.018 0.01
C 2.723 2.592 0.389 -0.023 -0.025 -0.130 0.00
C 3.823 3.160 -0.215 0.023 0.023 0.026 0.00
C 4.824 3.793 0.536 -0.034 -0.012 0.004 0.00
C 4.730 3.865 1.908 0.011 -0.003 -0.018 0.00
C 3.616 3.288 2.516 0.077 0.034 0.044 0.00
H 1.132 2.056 4.604 -0.004 -0.007 0.024 0.00
H 1.961 2.104 -0.202 0.123 0.056 0.088 0.00
H 3.919 3.113 -1.292 0.009 0.001 -0.010 0.00
H 5.676 4.229 0.034 0.000 -0.001 0.002 0.00
H 5.495 4.353 2.497 -0.003 -0.004 -0.002 0.00
C -1.758 3.287 -2.865 0.001 -0.005 0.008 0.00
C -1.293 4.132 -1.673 0.035 -0.051 0.044 0.00
C -0.197 5.117 -2.095 0.011 0.026 -0.003 0.00
C -2.482 4.866 -1.034 0.001 0.000 -0.009 0.00
C -0.738 3.238 -0.641 -0.091 0.152 0.123 0.02
N -0.346 2.593 0.222 -0.012 -0.182 -0.222 0.07
H -2.188 3.955 -3.613 -0.001 -0.013 0.009 0.00
H -2.519 2.566 -2.564 -0.010 -0.011 0.005 0.00
H -0.923 2.755 -3.319 0.015 -0.027 -0.008 0.00
H -0.605 5.788 -2.852 0.001 -0.001 0.005 0.00
H 0.659 4.596 -2.524 0.000 -0.001 0.003 0.00
H 0.144 5.716 -1.251 0.004 -0.005 0.001 0.00
H -2.909 5.545 -1.773 0.008 -0.001 0.003 0.00
H -2.169 5.448 -0.167 -0.004 -0.006 0.001 0.00
H -3.256 4.162 -0.727 -0.010 -0.009 0.013 0.00
C 1.396 -4.641 -1.674 0.021 -0.033 -0.015 0.00
C 0.905 -3.537 -0.721 0.029 -0.042 0.026 0.00
C -0.625 -3.482 -0.799 -0.075 -0.076 -0.012 0.00
C 1.246 -3.953 0.721 -0.023 -0.021 -0.027 0.00
Si 1.675 -1.860 -1.217 -0.028 -0.154 -0.103 0.01
Br 1.485 -0.546 0.681 0.343 -0.198 -0.045 0.07
C 0.705 -0.931 -2.575 -0.011 0.037 -0.024 0.00
C 1.483 0.287 -3.091 0.024 0.045 -0.030 0.00
C -0.643 -0.396 -2.078 -0.043 0.010 -0.001 0.00
C 0.441 -1.877 -3.762 -0.005 0.005 -0.034 0.00
C 3.560 -1.891 -1.488 0.047 0.017 -0.011 0.00
C 4.248 -2.820 -0.477 0.026 -0.018 0.014 0.00
C 4.210 -0.508 -1.323 0.057 0.009 -0.006 0.00
C 3.862 -2.410 -2.907 0.057 0.000 -0.008 0.00
H 0.883 -5.576 -1.427 -0.010 0.020 0.003 0.00
H 2.465 -4.828 -1.575 -0.036 -0.010 -0.022 0.00
H 1.185 -4.424 -2.723 -0.010 0.018 0.015 0.00
H -1.025 -4.429 -0.422 -0.011 0.032 0.003 0.00
H -0.993 -3.361 -1.817 -0.012 0.008 0.075 0.00
H -1.027 -2.680 -0.180 -0.056 0.031 0.081 0.00
H 0.793 -4.932 0.909 0.020 0.015 0.000 0.00
H 0.833 -3.256 1.450 -0.014 0.029 0.007 0.00
H 2.313 -4.047 0.908 0.059 0.025 -0.013 0.00
H 1.729 0.988 -2.287 -0.028 -0.023 -0.017 0.00
H 0.859 0.819 -3.818 0.006 -0.006 0.008 0.00
H 2.408 0.017 -3.601 -0.041 0.019 0.017 0.00
H -0.513 0.363 -1.305 0.004 0.024 0.023 0.00
H -1.296 -1.170 -1.685 -0.022 -0.054 0.016 0.00
H -1.160 0.073 -2.921 -0.032 0.028 -0.002 0.00
H 1.356 -2.305 -4.173 0.018 0.000 0.001 0.00
H -0.043 -1.313 -4.565 0.009 0.003 0.013 0.00
H -0.227 -2.698 -3.498 0.060 0.056 -0.044 0.00
H 4.052 -2.525 0.556 -0.007 0.019 -0.007 0.00
H 5.330 -2.763 -0.634 -0.012 -0.007 0.012 0.00
H 3.960 -3.863 -0.600 0.008 0.008 0.027 0.00
H 4.087 -0.115 -0.313 0.018 -0.016 -0.016 0.00
H 3.829 0.234 -2.022 0.004 -0.001 0.003 0.00
H 5.284 -0.608 -1.508 -0.011 0.004 -0.003 0.00
H 3.427 -3.392 -3.100 0.000 0.006 0.005 0.00
H 4.946 -2.508 -3.021 -0.011 0.002 -0.001 0.00
H 3.518 -1.727 -3.684 0.015 -0.032 0.031 0.00
```
Forces are in eV/Å.

Its spin multiplicity is 6. The lowest unoccupied orbital energy (alpha / beta) comes out at -2.838 / -4.363 eV. As for the energy relative to the best compared isomer or geometry (same formula, charge and spin): 17.88 kJ/mol. The gap between HOMO and LUMO (alpha / beta) comes out at 7.903 / 6.292 eV. The net charge is +1. Its maximum force is 0.69 eV/A.

=====

| no. | total energy (Eh) |
| --- | --- |
| 1 | -6038.481047 |
| 2 | -1877.149181 |
| 3 | -6150.142717 |